# 1
Here is a structure of composition C36H44CoN3P from the OMol25 dataset. Energies are from wB97M-V/def2-TZVPD.

Values from the calculation:
LUMO level (spin up / spin down): 2.69 / 2.68 eV
Frontier orbital gap (spin up / spin down): 5.414 / 5.719 eV
Spin multiplicity: 5
Total charge: -1
ΔE to the lowest compared entry with this formula, charge and spin: 129.5 kcal per mole
Electronic energy: -3286.19396 a.u.

Each line ends with the Mulliken spin population.
Atoms and positions in Å:
Co -0.289 0.170 0.325  2.1861
N -3.511 2.937 1.645  0.0816
N -1.980 -1.817 -2.430  -0.1245
C 1.420 -0.504 1.584  0.0549
C 0.195 -0.747 2.291  0.0547
C -0.357 0.535 2.647  0.1084
C -1.553 0.775 3.551  0.2815
H -2.081 -0.160 3.754  -0.0211
H -2.337 1.451 2.999  0.0633
H -1.283 1.278 4.486  -0.0009
C 0.520 1.551 2.167  0.0586
C 0.282 2.990 2.382  0.0050
H 0.400 3.221 3.447  0.0052
H -0.735 3.295 2.103  -0.0119
H 0.978 3.617 1.820  0.0072
C 1.617 0.923 1.521  0.1345
C 2.875 1.615 1.186  -0.0003
H 2.722 2.581 0.687  0.0026
H 3.552 1.006 0.580  0.0009
H 3.390 1.832 2.133  0.0019
C -0.272 -2.070 2.792  0.0169
H -0.036 -2.234 3.857  -0.0040
H 0.182 -2.899 2.235  0.0029
H -1.360 -2.163 2.686  0.0033
C 2.471 -1.506 1.292  -0.0120
H 3.066 -1.226 0.413  0.0021
H 2.049 -2.497 1.099  0.0065
H 3.165 -1.599 2.141  0.0044
C -4.371 3.741 1.057  -0.0420
H -4.690 4.554 1.721  -0.0016
C -4.816 3.587 -0.254  0.1102
H -5.447 4.372 -0.656  0.0121
C -4.461 2.436 -0.965  -0.0380
H -4.916 2.269 -1.933  -0.0028
C -3.497 1.586 -0.439  0.1152
H -3.322 0.586 -0.861  0.0136
C -3.023 1.906 0.885  0.0493
C -2.135 1.151 1.591  0.7440
H -2.231 0.030 1.238  -0.0296
C -1.073 -1.545 -1.440  0.2226
C -2.761 -2.600 -1.565  -0.1139
H -3.830 -2.616 -1.199  0.0066
C -1.843 -3.509 -1.031  0.1304
H -1.897 -4.584 -0.985  -0.0146
N -0.636 -2.812 -0.904  0.0480
C 0.658 -3.360 -0.830  -0.0304
C 0.780 -4.622 -0.207  -0.0007
C 1.965 -5.354 -0.350  0.0018
H 2.060 -6.327 0.125  0.0001
C 3.051 -4.891 -1.103  -0.0007
C 4.314 -5.662 -1.200  -0.0003
H 5.180 -4.998 -1.209  0.0000
H 4.367 -6.274 -2.105  -0.0001
H 4.411 -6.339 -0.353  -0.0001
C 2.883 -3.681 -1.781  0.0031
H 3.694 -3.336 -2.420  0.0006
C 1.693 -2.933 -1.690  -0.0163
C 1.494 -1.757 -2.588  0.0241
H 0.811 -1.991 -3.425  0.0056
H 2.445 -1.400 -3.012  0.0012
H 1.030 -0.931 -2.010  -0.0069
C -0.318 -5.283 0.564  0.0052
H -1.065 -5.727 -0.109  0.0012
H -0.827 -4.595 1.252  -0.0039
H 0.078 -6.135 1.137  0.0004
C -0.909 1.349 -2.731  0.0131
P 0.210 1.493 -1.320  -0.1358
C 1.828 1.500 -2.168  0.0078
C 0.112 3.301 -0.885  0.0115
C -1.164 3.856 -0.739  -0.0091
C -1.349 5.184 -0.364  0.0106
C -0.241 6.022 -0.242  0.0038
C 1.045 5.510 -0.475  -0.0041
C 1.222 4.154 -0.786  0.0079
H -0.973 0.297 -3.033  -0.0030
H -0.530 1.984 -3.543  0.0004
H -1.917 1.656 -2.443  -0.0047
H 1.880 0.714 -2.930  -0.0029
H 1.924 2.472 -2.668  0.0011
H 2.653 1.369 -1.457  -0.0001
H -2.033 3.245 -0.959  0.0038
H -2.358 5.556 -0.187  -0.0028
H -0.386 7.067 0.009  0.0005
H 1.909 6.162 -0.419  -0.0007
H 2.233 3.802 -0.999  0.0015


# 2
Here is an isolated molecule of C4H5NO from the OMol25 dataset. Energies are from wB97M-V/def2-TZVPD.

Values from the calculation:
LUMO level: 0.88 eV
Frontier orbital gap: 9.521 eV
ΔE to the lowest compared entry with this formula, charge and spin: 53.4 kcal per mole
Electronic energy: -285.32951 a.u.

Each line ends with the Mulliken charge.
Atoms and positions in Å:
N 1.471 0.093 0.088  -0.0297
C 1.304 -1.264 0.048  -0.3310
C 0.488 1.023 -0.293  -0.2609
C -0.789 0.657 -0.245  -0.3886
C -1.063 -0.696 0.324  -0.3201
O 0.028 -1.621 0.043  -0.1508
H 2.435 0.384 0.026  0.2658
H 0.847 1.967 -0.691  0.3598
H -1.590 1.287 -0.615  0.3437
H -1.955 -1.161 -0.101  0.2815
H -1.174 -0.669 1.416  0.2302


# 3
Here is a structure of composition C11H8FNRuS3 from the OMol25 dataset. Energies are from wB97M-V/def2-TZVPD.

Values from the calculation:
LUMO level (spin up / spin down): 1.97 / 2.31 eV
Frontier orbital gap (spin up / spin down): 6.003 / 6.377 eV
Spin multiplicity: 2
Total charge: -1
Electronic energy: -1868.12148 a.u.

Each line ends with the Mulliken spin population.
Atoms and positions in Å:
Ru 1.475 1.308 -0.929  0.9949
S -0.964 1.835 -0.342  -0.0466
C -0.870 1.610 1.380  0.0147
C -1.941 2.100 2.136  -0.0067
C -2.045 1.847 3.486  0.0130
C -1.076 1.077 4.122  -0.0087
C 0.012 0.627 3.407  0.0111
C 0.153 0.898 2.044  -0.0185
S 1.590 0.276 1.273  -0.0099
H -2.695 2.678 1.619  0.0002
H -2.883 2.239 4.045  0.0013
H -1.170 0.831 5.171  -0.0006
H 0.783 0.042 3.886  0.0034
S 3.065 0.157 -2.635  0.0057
C 1.720 -0.918 -2.747  -0.0049
C 1.841 -2.252 -3.143  0.0018
C 0.723 -3.058 -3.081  -0.0022
C -0.486 -2.511 -2.662  0.0010
C -0.527 -1.172 -2.314  -0.0013
N 0.543 -0.390 -2.361  0.0221
H 2.810 -2.625 -3.438  0.0001
H 0.792 -4.108 -3.327  -0.0002
H -1.379 -3.113 -2.594  0.0007
H -1.439 -0.702 -1.968  0.0000
F 1.970 3.324 -1.030  0.0295


Max |F| readings, ordered: 7.00 0.48 2.74 eV Å⁻¹